A 11-piece molecular cluster, C5H31NO11S overall at a distorted geometry. Source: the OMol25 dataset; level of theory: ωB97M-V with the def2-TZVPD basis set.

Structure (ORCA input):
```
! wB97M-V def2-TZVPD RIJCOSX def2/J DEFGRID3
* xyz 0 1
S 0.314 2.581 -2.973
O -4.310 0.197 1.154
O -0.816 -1.568 -2.183
O 3.877 3.764 1.545
O -1.463 -1.708 0.272
O 1.669 -2.686 2.703
O 3.651 0.395 0.373
O 2.997 -2.656 -0.178
O -0.153 -4.090 0.234
O -1.543 -4.309 -4.132
O -4.668 -0.560 3.873
O -2.070 2.850 1.809
N 0.666 0.621 1.381
C -1.462 1.810 1.800
C -0.563 1.460 -0.517
C -0.171 1.726 1.001
C -0.530 2.775 -1.330
C 2.053 2.986 -2.634
H 3.680 1.287 0.753
H -1.799 0.931 2.359
H 2.308 3.658 -1.820
H 1.485 -2.450 1.784
H 2.492 3.582 -3.455
H -1.563 1.064 -0.776
H 3.763 0.602 -0.561
H -4.126 -0.989 3.204
H 2.532 2.014 -2.497
H -1.840 -1.702 -0.620
H -1.551 3.110 -1.598
H -0.089 -1.885 -2.746
H -5.211 0.036 0.852
H -1.226 -0.853 -2.680
H -0.049 3.570 -0.740
H 3.114 3.308 1.133
H 0.764 -3.933 -0.062
H -1.618 -4.687 -3.256
H -2.310 -3.787 -4.331
H -0.181 -4.481 1.121
H 3.609 3.378 2.399
H 2.913 -1.703 -0.245
H 0.074 -0.200 1.212
H 3.869 -2.993 0.078
H 0.056 0.700 -0.987
H -4.582 0.335 3.479
H 1.476 0.564 0.776
H -1.134 -2.619 0.398
H -3.608 0.129 0.487
H 0.899 -2.235 3.085
H 0.372 2.660 1.057
*
```

Computed properties:
E_LUMO	-0.175	eV
structure (SMILES)	CSCC[C@H](N)C=O.O.O.O.O.O.O.O.O.O.O
E_HOMO	-8.89	eV

Atomic partial charges in e from the Löwdin method, atoms 1 to 6: number 1, S, carries 0.78; number 2, O, carries -0.06; number 3, O, carries -0.06; number 4, O, carries -0.06; number 5, O, carries -0.10; number 6, O, carries -0.07



A 10-piece molecular cluster, C5H32NO11 overall at a distorted geometry. Source: the OMol25 dataset; level of theory: ωB97M-V with the def2-TZVPD basis set.

Structure (ORCA input):
```
! wB97M-V def2-TZVPD RIJCOSX def2/J DEFGRID3
* xyz 0 2
O 1.111 -2.228 2.683
O 1.991 1.128 3.944
O -0.599 3.643 3.889
O 1.397 0.476 -3.606
O 2.484 -1.019 -0.341
O 1.223 -3.876 0.542
O -1.902 -1.252 -3.476
O -1.450 -3.552 0.780
O 3.391 1.207 -1.501
O -1.971 3.190 -0.714
O -1.201 -1.002 2.589
N -1.401 1.032 -2.643
C -1.319 -1.312 -2.148
C -0.311 0.423 -0.637
C -0.193 1.900 -0.086
C -1.534 2.408 0.411
C -1.585 0.102 -1.495
H 0.284 2.476 -0.878
H 0.496 0.226 -1.339
H 2.575 -1.977 -0.443
H 1.807 -1.738 3.143
H -1.405 -1.764 2.010
H -2.307 1.738 0.754
H -0.391 1.098 -2.831
H -2.648 0.223 -1.222
H -1.948 0.895 -3.520
H -0.240 -1.510 -2.222
H -1.883 -1.896 -1.435
H -2.856 3.569 -0.630
H 2.748 1.775 3.966
H 1.425 -4.763 0.924
H -1.182 3.137 1.231
H -2.529 -2.000 -3.588
H 0.332 -2.286 3.255
H 4.346 1.231 -1.561
H 2.410 -0.892 0.633
H -0.395 -0.799 2.082
H -1.518 3.385 3.826
H 0.008 2.925 3.681
H -1.610 2.025 -2.406
H -0.118 -0.296 0.158
H 1.973 -0.053 -4.186
H -1.979 -4.346 0.689
H 0.582 1.792 0.700
H 1.168 -3.346 1.370
H -0.514 -3.709 0.534
H 1.913 1.046 4.907
H 2.063 1.147 -3.381
H 3.098 0.679 -0.735
*
```

Computed properties:
E_LUMO (alpha / beta)	-0.043 / -0.142	eV
E_HOMO (alpha / beta)	-2.12 / -10.61	eV
⟨S²⟩	0.75

Atomic partial charges in e from the Löwdin method, atoms 1 to 6: number 1, O, carries -0.12; number 2, O, carries -0.15; number 3, O, carries -0.08; number 4, O, carries -0.08; number 5, O, carries -0.13; number 6, O, carries -0.11



A 12-piece molecular cluster, C5H32NO12 overall at a distorted geometry. Source: the OMol25 dataset; level of theory: ωB97M-V with the def2-TZVPD basis set.

Structure (ORCA input):
```
! wB97M-V def2-TZVPD RIJCOSX def2/J DEFGRID3
* xyz 1 1
O 2.711 -3.045 2.229
O 0.994 -3.525 -1.120
O -1.768 0.379 -2.260
O -2.509 -2.236 -1.931
O 1.174 -1.518 0.731
O -4.415 0.921 -0.527
O -3.002 2.145 1.654
O 1.722 1.609 3.521
O -0.119 3.709 -1.252
O 3.437 1.142 1.609
O -1.943 1.557 3.881
O 0.164 -0.682 3.175
N 0.857 1.457 -2.006
C 0.321 -3.235 -2.070
C 0.552 -1.923 -2.826
C 1.497 -0.875 -2.221
C 1.851 2.244 -2.158
C 0.993 0.229 -1.190
H 0.664 -2.064 -3.917
H 2.735 2.105 -1.576
H -0.415 -1.424 -3.063
H 0.986 1.130 3.134
H -1.527 -0.522 -2.471
H -3.512 2.795 2.174
H 3.236 1.581 2.471
H 1.585 -1.912 1.541
H 2.294 1.006 4.011
H 0.812 -2.328 0.357
H -0.425 -3.916 -2.501
H 3.236 -3.630 1.668
H -4.061 0.937 0.382
H -0.288 -1.219 2.500
H -3.097 -2.626 -2.602
H 1.995 -0.309 -3.030
H -1.695 1.809 2.961
H -0.984 3.296 -1.343
H 1.669 0.296 -0.332
H -1.224 2.090 4.259
H 0.025 1.469 -2.602
H 1.717 3.191 -2.674
H 2.289 -1.396 -1.685
H -0.045 -0.004 -0.847
H -3.322 1.424 2.229
H 2.061 -3.681 2.573
H -3.140 -2.376 -1.208
H 0.107 3.636 -0.317
H -0.557 -0.504 3.796
H -4.375 1.886 -0.600
H -2.673 0.706 -2.328
H 3.412 0.200 1.799
*
```

Computed properties:
E_LUMO	-3.454	eV
E_HOMO	-12.94	eV

Atomic partial charges in e from the Löwdin method, atoms 1 to 6: number 1, O, carries -0.04; number 2, O, carries 0.05; number 3, O, carries -0.06; number 4, O, carries -0.05; number 5, O, carries -0.09; number 6, O, carries -0.07



A 11-piece molecular cluster, C5H32O10 overall at a distorted geometry. Source: the OMol25 dataset; level of theory: ωB97M-V with the def2-TZVPD basis set.

Structure (ORCA input):
```
! wB97M-V def2-TZVPD RIJCOSX def2/J DEFGRID3
* xyz 0 1
O -3.951 -0.909 0.140
O 3.009 -1.556 -0.048
O -1.656 1.575 2.991
O -2.490 0.766 -1.736
O -2.139 -2.513 1.847
O 0.135 -1.993 3.225
O -0.460 -1.615 -3.276
O 2.797 -1.115 -3.134
O -0.095 1.901 -3.738
O -0.551 -2.807 -0.874
C 0.818 3.704 0.534
C 1.630 0.399 2.503
C 1.053 1.295 -0.304
C 1.562 2.396 0.673
C 1.438 1.956 2.212
H 1.334 4.680 0.817
H 0.035 0.939 -0.123
H -0.705 1.310 3.122
H -1.924 2.097 3.701
H 2.347 -0.142 1.841
H -3.556 -0.688 -0.703
H 2.358 2.506 2.565
H 0.513 2.341 2.584
H 0.824 -0.015 2.110
H 0.119 2.912 -3.825
H -1.443 -1.728 -3.270
H 2.624 2.470 0.400
H 1.841 -1.023 -2.813
H -0.095 -3.228 -1.641
H 2.197 -1.350 -0.277
H -0.245 3.771 0.981
H 0.572 3.642 -0.573
H -0.249 -1.118 -3.964
H -0.220 -2.778 2.981
H -1.755 -2.036 1.062
H -0.282 -3.430 -0.153
H 1.211 1.541 -1.442
H -3.009 1.129 -2.337
H -3.044 -2.723 1.732
H -0.477 -1.376 2.878
H 3.089 -1.842 0.949
H 1.894 0.143 3.511
H 3.344 -0.936 -2.398
H -3.809 -0.103 0.615
H -1.592 0.811 -2.014
H 1.676 0.467 0.021
H 0.626 1.392 -3.217
*
```

Computed properties:
E_LUMO	0.116	eV
structure (SMILES)	CCC(C)C.O.O.O.O.O.O.O.O.O.O
E_HOMO	-10.69	eV

Atomic partial charges in e from the Löwdin method, atoms 1 to 6: number 1, O, carries -0.05; number 2, O, carries -0.04; number 3, O, carries -0.04; number 4, O, carries 0.03; number 5, O, carries -0.06; number 6, O, carries -0.01



A 11-piece molecular cluster, C5H33N2O10 overall at a distorted geometry. Source: the OMol25 dataset; level of theory: ωB97M-V with the def2-TZVPD basis set.

Structure (ORCA input):
```
! wB97M-V def2-TZVPD RIJCOSX def2/J DEFGRID3
* xyz 1 1
O -0.249 4.054 -1.234
O -1.638 -2.124 2.781
O 3.682 -0.235 1.718
O -3.882 -0.658 -1.498
O 0.405 1.499 3.859
O -1.923 -2.624 -3.341
O 2.041 1.947 1.289
O -3.665 -0.674 1.158
O 2.666 2.519 -1.415
O 2.025 0.307 -2.759
N -1.463 0.917 -1.805
N -0.414 1.169 0.925
C -0.112 0.067 0.065
C -0.632 -0.057 -1.164
C 1.878 -3.119 0.084
C 0.492 -2.450 0.118
C 0.548 -1.100 0.838
H -2.746 -0.729 1.270
H 2.723 -2.482 -0.410
H 2.622 1.796 -2.042
H -2.211 -2.784 3.141
H 1.551 -0.861 0.977
H -0.304 4.774 -0.614
H 0.041 1.060 1.867
H 3.333 -1.098 1.393
H -2.835 -2.371 -3.400
H -0.035 -1.194 1.782
H -1.447 1.714 -1.099
H 0.277 2.247 4.556
H -1.935 -3.462 -2.981
H -3.684 -0.596 -0.521
H 1.431 1.647 3.684
H -0.778 -2.189 3.324
H 4.347 -0.509 2.416
H -0.425 -1.119 -1.740
H 1.336 -0.269 -3.164
H -0.381 -2.969 0.565
H 3.368 2.938 -1.646
H -4.835 -0.626 -1.472
H 2.252 -3.378 1.003
H 2.456 -0.251 -2.153
H -0.134 2.077 0.688
H -0.997 1.309 -2.598
H 2.763 1.424 1.683
H 0.291 -2.429 -0.980
H 1.858 -4.085 -0.372
H -4.193 -1.080 1.843
H 0.668 3.838 -1.445
H 2.311 2.375 0.562
H -2.282 0.565 -2.072
*
```

Computed properties:
E_LUMO	-2.255	eV
E_HOMO	-11.61	eV

Atomic partial charges in e from the Löwdin method, atoms 1 to 6: number 1, O, carries -0.04; number 2, O, carries -0.07; number 3, O, carries -0.08; number 4, O, carries -0.08; number 5, O, carries -0.14; number 6, O, carries -0.02



A 10-piece molecular cluster, C5H33N2O9 overall at a distorted geometry. Source: the OMol25 dataset; level of theory: ωB97M-V with the def2-TZVPD basis set.

Structure (ORCA input):
```
! wB97M-V def2-TZVPD RIJCOSX def2/J DEFGRID3
* xyz 1 1
O -0.510 -3.403 2.338
O 1.301 -4.240 -2.164
O 1.532 2.668 1.167
O -2.691 2.900 -2.851
O -0.541 3.842 1.306
O 1.457 -3.833 0.383
O 2.169 0.517 2.428
O -3.949 -0.339 2.412
O -2.976 3.845 -0.414
N 2.737 -1.381 -1.943
N -0.040 -0.855 1.869
C 0.041 -0.557 -1.145
C 2.217 0.021 -2.216
C 1.171 0.449 -1.211
C -0.861 0.220 1.184
C -1.202 -0.202 -0.246
H -3.768 4.365 -0.310
H -0.242 -0.877 2.863
H 0.926 1.419 -1.650
H 1.185 2.912 0.316
H 3.069 0.737 -2.299
H 0.911 -0.680 1.563
H -2.752 3.541 -1.320
H -4.524 -0.320 1.638
H 3.131 -1.286 -0.990
H 1.781 -0.064 -3.223
H -1.277 -3.963 2.489
H 0.488 -1.482 -0.814
H 1.262 -3.275 -2.278
H 2.794 0.842 3.088
H -1.859 3.102 -3.352
H -1.668 0.593 -0.781
H 3.505 -1.578 -2.569
H -0.359 -0.755 -2.147
H -1.870 0.382 1.580
H -1.314 4.031 0.745
H -4.081 -1.264 2.653
H 1.527 0.631 -0.197
H 2.211 -4.550 -2.336
H -0.228 1.125 1.336
H -0.461 4.538 1.968
H 1.322 3.196 1.929
H -3.457 2.974 -3.427
H 1.968 -4.582 0.711
H -1.745 -1.192 -0.352
H 1.775 -3.853 -0.588
H 2.174 1.320 1.848
H -0.191 -1.792 1.420
H -0.089 -3.848 1.587
*
```

Computed properties:
E_LUMO	-2.135	eV
E_HOMO	-12.53	eV

Atomic partial charges in e from the Löwdin method, atoms 1 to 6: number 1, O, carries -0.06; number 2, O, carries -0.06; number 3, O, carries -0.07; number 4, O, carries -0.05; number 5, O, carries -0.06; number 6, O, carries -0.11



A 11-piece molecular cluster, C5H34N2O10 overall at a distorted geometry. Source: the OMol25 dataset; level of theory: ωB97M-V with the def2-TZVPD basis set.

Structure (ORCA input):
```
! wB97M-V def2-TZVPD RIJCOSX def2/J DEFGRID3
* xyz 0 1
O -2.380 0.465 1.680
O -1.216 -4.108 -0.109
O -0.660 3.303 0.948
O 3.907 0.236 -1.782
O 2.180 1.798 3.084
O 2.005 2.836 -2.032
O -1.196 1.604 -3.697
O -3.847 -2.112 0.173
O -0.553 -0.308 4.127
O -1.989 3.220 -1.420
N 1.853 -2.446 1.532
N 0.667 0.517 0.873
C 0.592 -1.570 -2.351
C 1.105 -0.578 -0.077
C 0.284 -0.474 -1.370
C 0.918 -1.952 0.482
C -1.189 -0.685 -0.883
H -2.137 -4.240 0.115
H 0.770 -2.765 -0.176
H -0.094 2.608 0.906
H 1.219 2.668 -2.517
H -0.318 -2.148 -2.460
H 2.725 -2.724 1.189
H 0.126 -0.100 4.751
H -1.703 0.340 -0.982
H 0.395 0.582 -1.786
H -0.342 -1.273 3.906
H 2.364 2.702 2.846
H 3.230 0.616 -2.268
H -1.144 2.556 -3.779
H -4.115 -1.859 -0.597
H -3.192 -1.546 0.568
H 2.867 1.292 3.340
H -1.695 -1.498 -1.307
H -0.905 -3.754 0.652
H 0.646 -1.237 -3.429
H -0.073 0.158 1.418
H 2.040 -1.791 2.238
H 2.186 2.318 -1.291
H -3.034 1.221 1.587
H -1.453 1.561 -2.767
H 4.367 0.886 -1.213
H 2.143 -0.310 -0.321
H -2.300 0.191 2.510
H -0.036 3.993 1.120
H -1.532 -0.825 0.177
H 1.602 -2.154 -2.194
H -2.795 2.790 -1.334
H 1.384 0.832 1.452
H -1.643 3.317 -0.472
H -0.035 -2.151 0.941
*
```

Computed properties:
E_LUMO	-0.218	eV
structure (SMILES)	CC(C)[C@@H](N)CN.O.O.O.O.O.O.O.O.O.O
E_HOMO	-9.03	eV

Atomic partial charges in e from the Löwdin method, atoms 1 to 6: number 1, O, carries -0.01; number 2, O, carries 0.00; number 3, O, carries 0.01; number 4, O, carries -0.03; number 5, O, carries 0.01; number 6, O, carries -0.01



A 11-piece molecular cluster, C5H34N3O10 overall at a distorted geometry. Source: the OMol25 dataset; level of theory: ωB97M-V with the def2-TZVPD basis set.

Structure (ORCA input):
```
! wB97M-V def2-TZVPD RIJCOSX def2/J DEFGRID3
* xyz 1 1
O -2.740 -1.218 3.945
O 0.519 3.626 3.152
O -1.784 1.091 4.878
O -1.030 2.233 -4.426
O -2.881 -0.428 -0.848
O 0.028 -0.309 -4.297
O -1.634 -1.708 -2.772
O 1.602 -4.326 -0.469
O -1.047 1.950 -1.729
O -1.055 3.205 0.777
N 0.604 -1.908 0.417
N -0.389 -2.636 2.331
N -1.208 -0.677 1.431
C 0.724 -0.904 -0.681
C 1.735 0.163 -0.369
C 3.120 -0.036 -0.964
C 4.211 0.884 -0.406
C -0.330 -1.723 1.336
H 3.721 1.840 -0.457
H -0.677 3.837 1.411
H 1.560 1.162 -0.728
H -3.677 -1.316 4.075
H -1.879 -0.866 2.191
H -2.426 -0.469 4.487
H -1.163 -1.187 -3.467
H 1.435 3.800 2.905
H -3.837 -0.325 -0.976
H -0.130 -0.612 -5.189
H 2.938 0.220 -2.012
H 1.285 -5.067 -0.982
H 4.995 0.962 -1.160
H -2.708 -0.822 -1.713
H -1.965 1.692 -1.682
H 0.964 -1.476 -1.644
H -1.025 1.262 5.423
H 4.629 0.689 0.525
H 0.255 -3.377 2.391
H 1.769 0.462 0.715
H -0.590 2.894 -4.974
H -0.891 2.595 -3.510
H -1.014 -2.424 3.163
H -1.703 -2.610 -3.059
H -1.693 1.618 4.080
H -0.503 0.475 -4.079
H 0.438 4.268 3.854
H -0.769 2.558 -1.035
H -1.708 -0.525 0.542
H 1.012 -2.784 0.162
H -0.689 2.385 1.098
H 2.379 -4.689 0.109
H 3.456 -1.053 -0.895
H -0.230 -0.395 -0.874
*
```

Computed properties:
E_LUMO	-2.226	eV
E_HOMO	-12.87	eV

Atomic partial charges in e from the Löwdin method, atoms 1 to 6: number 1, O, carries -0.07; number 2, O, carries -0.04; number 3, O, carries -0.02; number 4, O, carries -0.08; number 5, O, carries -0.07; number 6, O, carries -0.05



A 12-piece molecular cluster, C5H34NO12 overall at a distorted geometry. Source: the OMol25 dataset; level of theory: ωB97M-V with the def2-TZVPD basis set.

Structure (ORCA input):
```
! wB97M-V def2-TZVPD RIJCOSX def2/J DEFGRID3
* xyz -1 1
O -0.170 -2.309 -1.795
O 3.438 0.359 1.132
O 1.962 2.422 -2.839
O -1.866 0.724 3.513
O -3.002 4.228 0.715
O 0.316 -4.121 -0.235
O -0.268 -4.526 2.431
O 4.051 2.465 -0.365
O -0.578 1.921 -3.385
O -1.807 -0.443 -2.503
O -3.366 1.504 -0.999
O 2.694 -3.671 0.905
N 0.423 0.597 0.927
C 0.798 0.136 -0.403
C -0.148 1.943 0.882
C -0.639 -0.063 3.123
C -0.531 -0.390 1.593
C -1.949 -0.455 0.830
H -3.232 0.602 -1.298
H -1.039 1.264 -2.831
H 1.527 0.898 -0.790
H 1.972 -4.134 0.507
H -0.863 -1.081 3.520
H -1.974 -1.033 -0.132
H 2.596 0.799 1.170
H -2.690 2.044 -1.466
H 0.203 0.459 3.629
H -1.738 -1.289 -2.918
H 0.567 -2.384 -2.355
H -0.125 -4.401 1.449
H 0.617 -4.200 2.693
H -2.194 0.604 0.755
H -0.395 2.360 1.895
H -2.091 4.270 0.391
H -0.547 1.632 -4.321
H 4.495 1.745 0.112
H 3.372 -0.094 0.294
H -1.408 -0.529 -1.623
H 2.547 -2.741 0.932
H 0.090 -0.091 -1.172
H -0.153 -4.856 -0.560
H 2.360 1.783 -3.487
H -3.214 3.414 0.296
H 0.966 2.387 -2.872
H 1.403 -0.796 -0.133
H -0.010 -1.404 1.613
H -1.918 1.539 3.018
H 0.044 -3.214 -0.831
H -1.077 2.070 0.310
H 4.561 2.519 -1.173
H -2.631 -1.046 1.473
H 0.622 2.583 0.379
*
```

Computed properties:
E_LUMO	2.457	eV
E_HOMO	-5.84	eV

Atomic partial charges in e from the Löwdin method, atoms 1 to 6: number 1, O, carries -0.31; number 2, O, carries -0.06; number 3, O, carries -0.13; number 4, O, carries -0.12; number 5, O, carries -0.04; number 6, O, carries -0.19



The calculation returns the following E_tot values, one per record and in order: -40534.20207; -29712.63707; -31756.13118; -26176.30778; -29167.79436; -27122.38344; -29188.94243; -30678.31293; -31797.14295 eV.
The calculation returns the following relative energy (zero: lowest compared OMol25 entry of this formula, charge and spin) values, one per record and in order: 275.41; 176.79; 315.99; 317.21; 467.39; 243.83; 515.66; 0.00; 376.36 kJ/mol.